[1]
{
  "formula": "C17H26N2O12P2",
  "method": "the ωB97M-V functional and the def2-TZVPD basis",
  "symbols": ["O", "P", "O", "O", "P", "C", "C", "C", "C", "C", "N", "C", "C", "N", "C", "H", "H", "H", "H", "H", "H", "H", "H", "C", "O", "C", "O", "O", "C", "H", "H", "H", "H", "H", "H", "C", "O", "C", "O", "O", "C", "H", "H", "H", "H", "H", "H", "C", "O", "C", "O", "O", "C", "H", "H", "H", "H", "H", "H"],
  "xyz": [[1.361893, 0.867337, -2.888675], [0.787222, 0.867949, -1.442333], [-0.226926, -0.513195, -1.305644], [-0.080481, 2.317146, -1.243919], [2.550118, 0.757255, -0.103210], [3.884140, -0.041234, -1.221171], [3.448835, -1.389583, -1.898437], [4.458168, -2.104960, -2.855126], [5.847303, -1.436409, -3.079834], [6.309924, -0.080243, -2.405739], [7.619831, 0.398482, -2.756539], [7.847215, 1.640746, -2.095987], [6.877035, 2.355965, -1.113493], [5.587468, 1.851835, -0.781752], [5.300771, 0.620452, -1.465429], [0.166700, -1.268012, -1.813558], [-0.502921, 2.474925, -2.132322], [2.972523, 2.072415, 0.277336], [2.409028, -1.843180, -1.735678], [4.143603, -3.082329, -3.363680], [6.582783, -1.945984, -3.807631], [8.855012, 2.160707, -2.307027], [7.213473, 3.343283, -0.630816], [-5.925417, 1.748061, 2.721437], [-5.384784, 1.375521, 1.454664], [-4.052559, 1.192084, 1.455828], [-3.320713, 1.315201, 2.408245], [-3.678527, 0.847785, 0.211937], [-2.276334, 0.619399, 0.063231], [-7.002995, 1.868848, 2.603428], [-5.745470, 0.965982, 3.462534], [-5.506169, 2.700207, 3.054273], [-1.952565, -0.206884, 0.700103], [-1.714266, 1.526774, 0.291981], [-2.084771, 0.349093, -0.971909], [-8.452801, 5.576967, 6.907129], [-8.271618, 4.811279, 5.717203], [-9.087599, 5.160161, 4.707630], [-9.920651, 6.032787, 4.738224], [-8.813123, 4.366661, 3.657525], [-9.610384, 4.625866, 2.503214], [-7.744668, 5.209829, 7.650993], [-8.242990, 6.632805, 6.721834], [-9.464130, 5.446778, 7.298956], [-9.446700, 5.643727, 2.142135], [-10.667854, 4.457670, 2.719346], [-9.302935, 3.929260, 1.722178], [6.653706, -5.567346, -1.377209], [6.192096, -6.896343, -1.601285], [5.355368, -7.016312, -2.648983], [4.990429, -6.120130, -3.377555], [4.995397, -8.307367, -2.746701], [4.102107, -8.585950, -3.823347], [7.319468, -5.584255, -0.513534], [7.216412, -5.206290, -2.241110], [5.818639, -4.898921, -1.154832], [4.567059, -8.345696, -4.782206], [3.165883, -8.036889, -3.699433], [3.880743, -9.653729, -3.805257]],
  "forces_ev_per_angstrom": [[-1.7346, -0.2684, 3.5549], [0.7366, 0.8068, -5.9092], [1.9474, 1.5351, 0.2027], [0.5368, -2.6345, -0.4302], [0.9182, -1.4095, 1.0402], [0.3997, -2.1343, -2.5074], [3.7302, 2.4341, -0.1882], [1.8061, 3.7145, 1.5792], [-2.6117, 0.0098, 1.1650], [-1.6607, -1.7355, -0.4664], [-2.9890, 3.6151, 3.6908], [-1.1830, -1.0834, 0.0684], [-1.2738, -2.3139, -0.9375], [3.8711, -1.3161, -2.9375], [-0.5181, -0.8495, -0.2614], [-0.2426, 1.1946, 0.3762], [0.5838, -0.1944, 0.9628], [-0.3175, -0.3247, -0.9879], [1.8494, 0.8769, -0.1291], [0.7855, 1.6748, 0.7938], [-1.2772, 1.0038, 1.3974], [-1.8064, -1.0224, 0.3647], [-0.6853, -1.7680, -0.8305], [-0.2383, 0.1337, 0.3682], [0.4110, -0.0919, -0.1176], [-0.0103, -0.0328, -0.1701], [-0.3349, -0.0486, -0.3906], [-0.3476, 0.1880, 0.5102], [0.0830, -0.0146, 0.0693], [0.1684, -0.0641, -0.2392], [0.1276, 0.1616, -0.0491], [0.0549, -0.1933, 0.0416], [-0.0405, 0.1596, -0.0045], [-0.1384, -0.1684, 0.1685], [-0.5949, 0.1054, 0.2261], [-0.0046, 0.2069, 0.4184], [-0.2118, 0.0063, -0.4329], [0.0478, -0.0289, 0.0343], [0.3730, -0.3980, -0.0249], [0.0282, 0.1656, 0.4063], [-0.2254, 0.0358, -0.4054], [0.0005, -0.1405, -0.2905], [-0.1825, -0.1034, -0.0259], [0.0679, 0.1402, -0.1445], [-0.1363, -0.0697, 0.1453], [0.1138, 0.1767, 0.0281], [0.1508, -0.0156, 0.2738], [0.2214, 0.4881, 0.1406], [-0.4403, -0.2081, -0.4881], [0.0443, 0.0050, 0.0437], [0.2176, -0.5231, 0.4834], [0.2003, 0.4717, 0.1257], [-0.2862, -0.1665, -0.3324], [-0.1300, -0.2791, -0.0961], [-0.1941, 0.0273, 0.0413], [0.0758, -0.0405, -0.1847], [-0.1096, 0.1263, 0.1291], [0.1764, 0.0614, -0.0930], [0.1984, 0.1168, 0.2249]],
  "mulliken_charge": [-0.661, 0.980, -0.522, -0.470, -0.165, 0.457, -0.279, -0.534, -0.488, 0.518, -0.555, -0.141, -0.171, -0.434, 0.219, 0.339, 0.344, 0.129, 0.081, 0.381, 0.333, 0.316, 0.335, -0.604, -0.308, 0.705, -0.540, -0.339, -0.626, 0.180, 0.307, 0.292, 0.302, 0.272, 0.343, -0.632, -0.289, 0.724, -0.539, -0.216, -0.658, 0.218, 0.291, 0.291, 0.309, 0.318, 0.188, -0.585, -0.304, 0.787, -0.541, -0.317, -0.617, 0.242, 0.285, 0.253, 0.289, 0.289, 0.219],
  "lumo_energy_ev": -1.3,
  "multiplicity": 1,
  "homo_energy_ev": -8.4,
  "homo_lumo_gap_ev": 7.109
}

[2]
{
  "formula": "C17H26N2Pt",
  "method": "the ωB97M-V functional and the def2-TZVPD basis",
  "symbols": ["C", "C", "H", "H", "H", "H", "H", "H", "C", "C", "C", "C", "H", "H", "H", "H", "N", "C", "C", "N", "C", "C", "C", "H", "H", "C", "H", "H", "Pt", "C", "H", "H", "H", "C", "C", "C", "C", "H", "H", "H", "H", "H", "H", "H", "H", "H"],
  "xyz": [[0.358256, -3.513423, -2.199628], [-1.167541, -3.570692, -2.284083], [0.760145, -2.823688, -2.952209], [0.788929, -4.506309, -2.392381], [0.725879, -3.188308, -1.224703], [-1.632948, -2.589259, -2.181536], [-1.484566, -3.984242, -3.253629], [-1.588845, -4.219614, -1.507443], [1.669572, 1.672534, -0.958032], [2.355741, 2.878039, -0.856637], [1.709403, 4.002892, -0.331450], [0.363517, 3.915535, 0.016626], [2.098440, 0.751906, -1.352200], [3.390374, 2.896224, -1.190581], [2.253369, 4.942434, -0.206389], [-0.207843, 4.756667, 0.406947], [0.415144, 1.559661, -0.469568], [-0.292172, 2.677484, -0.101865], [-1.681797, 2.417801, 0.208426], [-2.009994, 1.082419, 0.205015], [-3.280973, 0.690719, 0.439941], [-3.967253, 2.985738, 0.741103], [-4.277064, 1.625656, 0.693784], [-3.472495, -0.381700, 0.422856], [-5.285167, 1.264913, 0.848544], [-2.658118, 3.381495, 0.497225], [-2.333683, 4.422014, 0.495524], [-4.727639, 3.726583, 0.942239], [-0.461347, -0.266890, -0.121655], [-1.649544, -1.830671, 0.228255], [-2.404419, -1.895493, -0.577775], [-2.141745, -1.683002, 1.203267], [-1.085760, -2.775215, 0.260365], [1.859395, -0.272804, 2.359011], [2.415104, -0.715460, 1.013212], [3.414544, -1.858581, 1.204042], [1.309892, -1.215838, 0.045761], [1.447013, -1.127006, 2.923855], [1.072189, 0.481593, 2.256970], [2.677757, 0.156195, 2.948708], [2.924588, 0.131428, 0.528603], [2.951116, -2.657274, 1.795186], [3.731231, -2.273121, 0.240804], [4.304405, -1.508039, 1.735151], [1.786639, -1.357827, -0.939975], [1.028270, -2.205476, 0.440316]],
  "forces_ev_per_angstrom": [[0.0000, -0.2370, -0.3439], [-0.0406, -0.4044, -0.3036], [-0.0012, -0.1462, 0.0865], [-0.0922, 0.3337, 0.0558], [-0.1496, -0.2583, -0.1196], [0.1043, -0.0590, -0.2527], [0.1326, 0.1804, 0.3245], [0.0570, 0.0726, -0.1398], [-1.2271, -0.1826, 0.6640], [0.7157, -0.2976, -0.4173], [-1.1671, 0.9255, 0.5851], [1.7050, 1.4320, -0.1593], [0.0505, 0.5336, -0.0636], [-0.2078, 0.1929, 0.0562], [-0.2443, -0.3393, -0.0851], [0.4203, -0.0568, -0.1279], [1.5536, -1.1757, -1.7960], [-4.1660, -0.8865, 0.9953], [3.8753, 0.2790, -0.7887], [-1.2252, -1.6062, 0.6463], [1.0013, 0.4221, -0.1956], [0.9795, 0.6967, -0.1976], [-0.4553, -0.3135, -0.0500], [-0.1228, 0.5021, 0.0495], [0.0042, 0.0904, 0.0548], [-1.2520, 0.8363, 0.3219], [-0.4493, -0.2065, 0.0482], [-0.0295, -0.0291, 0.0402], [0.8737, 0.2238, 0.2951], [-1.5792, -1.0458, -0.4053], [0.2378, -0.2157, 0.6461], [0.2705, 0.1965, -0.2059], [0.0293, 0.4061, -0.2658], [-0.0538, -0.0444, 0.2486], [-0.6653, 0.0820, -0.4565], [0.1027, -0.1608, -0.1904], [2.2059, -0.3911, 1.6440], [0.1358, 0.2848, -0.2255], [0.1047, 0.0281, 0.0873], [-0.2454, -0.0635, 0.0043], [0.0205, -0.1456, 0.1916], [0.1373, 0.0857, -0.1115], [0.0550, 0.0040, 0.1832], [-0.1576, -0.0333, -0.0644], [-0.7770, 0.3115, -0.2631], [-0.4642, 0.1791, 0.0011]],
  "mulliken_charge": [-0.366, -0.875, 0.244, 0.409, -0.021, 0.136, 0.371, 0.309, -0.216, -0.680, -0.594, -0.595, 0.750, 0.461, 0.464, 0.363, -0.209, 0.147, 1.060, -0.170, 0.260, -0.464, -0.843, 0.544, 0.427, -0.733, 0.342, 0.490, 1.053, -1.746, 0.494, 0.549, 0.456, -1.523, 1.296, -1.547, -2.113, 0.334, 0.329, 0.440, 0.234, 0.386, 0.401, 0.430, 0.776, 0.741],
  "lumo_energy_ev": [-6.9, -11.2],
  "multiplicity": 5,
  "relative_energy_ev": 0.174,
  "homo_energy_ev": [-13.2, -17.0],
  "homo_lumo_gap_ev": [6.227, 5.827],
  "total_charge": 2,
  "s2": 6.029
}

The lowest multiplicity belongs to which entry? C17H26N2O12P2

Look up the multiplicity of the second one. 5

Look up the multiplicity of the first one. 1